Entry 1:
Formula: C27H48N4OP
Source: OMol25
Level of theory: ωB97M-V/def2-TZVPD

XYZ file:
```
81
Properties=species:S:1:pos:R:3
C 1.68998 -0.94191 1.73090
C 3.22938 -1.26734 1.90870
P 4.24582 -1.28216 0.33879
C 3.29767 -1.96065 -1.13027
C 4.09938 -3.18532 -1.76576
N 4.70509 0.39387 -0.03478
C 5.99505 1.00603 -0.05379
C 5.74362 2.36749 -0.44610
N 4.35312 2.58359 -0.65784
C 3.73059 3.84572 -1.10975
C 3.08765 4.72195 0.02406
C 2.00682 4.01272 0.92770
C 1.03988 2.99647 0.20400
C -0.46641 3.48536 0.06447
C -1.38114 3.13016 1.31409
C -2.24772 1.83386 1.13021
C -1.42578 0.49662 0.97106
C -2.19746 -0.61933 0.12663
C -2.35452 -0.24672 -1.39855
C -1.02145 0.19561 -2.10754
O -0.79616 -0.51118 -3.36335
C 0.13768 0.32487 -4.09592
C 3.80605 1.36266 -0.39573
H 1.45906 0.15809 1.78065
H 1.21882 -1.37358 0.81123
H 1.15407 -1.40493 2.61124
H 3.65142 -0.43581 2.55190
H 3.34257 -2.20214 2.52505
H 3.28970 -1.15913 -1.93021
H 2.22672 -2.21723 -0.92726
H 3.61948 -3.55058 -2.70722
H 5.15919 -2.86382 -1.95450
H 4.12138 -4.00752 -1.00473
H 6.95677 0.48951 0.16069
H 6.55805 3.11657 -0.56632
H 2.94535 3.61187 -1.88526
H 4.53209 4.45005 -1.61183
H 2.69987 5.70544 -0.37178
H 3.93754 5.01847 0.71373
H 2.45575 3.52754 1.84468
H 1.35104 4.83577 1.34542
H 1.35849 2.64684 -0.81150
H 0.99486 2.07086 0.85429
H -0.89204 2.89093 -0.80278
H -0.52887 4.56124 -0.24852
H -2.11113 3.99042 1.41048
H -0.73929 3.14591 2.23377
H -2.97281 1.89630 0.27589
H -2.88030 1.73228 2.06244
H -1.21356 0.08354 2.00456
H -0.42790 0.60994 0.47509
H -1.69329 -1.62076 0.27483
H -3.22588 -0.70649 0.58294
H -3.13207 0.55504 -1.47885
H -2.75542 -1.15388 -1.93505
H -0.08831 0.03708 -1.49496
H -1.13255 1.28668 -2.39472
H 0.80073 0.92674 -3.40857
H -0.48899 1.06064 -4.67339
H 0.78177 -0.30924 -4.76034
H 2.73584 1.06858 -0.46877
N -0.55893 -5.63932 1.76242
C -0.23718 -4.30971 1.79769
C -1.21057 -3.65774 2.51175
C -2.15251 -4.63258 2.92811
C -1.72227 -5.84478 2.45336
H -0.02373 -6.35466 1.30135
H 0.65335 -3.94307 1.31137
H -1.24225 -2.59780 2.71389
H -3.04474 -4.46439 3.51049
H -2.14270 -6.83315 2.54608
N -8.03265 -1.25486 -0.99301
C -7.56079 -0.04338 -0.56633
C -6.38100 -0.26016 0.09825
C -6.12897 -1.65628 0.06608
C -7.16341 -2.24254 -0.61597
H -8.88598 -1.39744 -1.50514
H -8.10457 0.86493 -0.77060
H -5.76620 0.49986 0.55608
H -5.28361 -2.17263 0.49466
H -7.35663 -3.27381 -0.86403
```

Values from the calculation:
M   475.68 g mol⁻¹
Charge   +1
Kohn-Sham gap   6.76 eV

Atomic partial charges in e from the Mulliken method, atoms 1 to 6: C -0.38; C -0.63; P -0.35; C -0.20; C -1.24; N 0.12

=====

Entry 2:
Formula: C4H7N3
Source: OMol25
Level of theory: ωB97M-V/def2-TZVPD

XYZ file:
```
14
Properties=species:S:1:pos:R:3
C -1.34067 0.90625 -0.33189
C -0.88150 -0.50567 -0.22781
C 0.92944 -1.72836 0.38314
C 0.78455 -0.56313 -0.39723
N 1.45559 0.45006 0.31210
N 1.82807 0.05566 1.45574
N 1.51662 -1.18963 1.50131
H -2.42947 0.96227 -0.28322
H -0.95192 1.49437 0.48962
H -0.99787 1.35927 -1.25564
H -1.29284 -0.94947 0.67101
H -1.22567 -1.11343 -1.04889
H 1.04442 -0.59236 -1.43531
H 1.56123 1.41416 0.16707
```

Values from the calculation:
Energy relative to the best compared isomer or geometry (same formula, charge and spin)   4.919 eV
M   97.12 g mol⁻¹
Charge   0
Kohn-Sham gap   8.19 eV

Atomic partial charges in e from the Mulliken method, atoms 1 to 6: C -1.28; C -0.37; C -0.33; C -0.06; N 0.30; N -0.34

=====

Entry 3:
Formula: C25H25FN6O4
Source: OMol25
Level of theory: ωB97M-V/def2-TZVPD

XYZ file:
```
61
Properties=species:S:1:pos:R:3
C -5.06310 -1.32101 -1.75936
C -4.57773 -0.09359 -1.07981
C -5.08027 1.17997 -1.05392
C -4.20679 1.93916 -0.25189
C -3.22604 1.07080 0.16010
C -2.07776 1.33519 0.96442
N -1.11694 0.47206 1.29083
N -0.28664 1.22775 1.98420
N -0.69280 2.46593 2.09296
N -1.80792 2.56253 1.46914
C 0.96071 0.75428 2.48841
H 1.52847 1.62026 2.83308
C 1.73329 -0.05921 1.43249
O 2.34998 -1.04642 1.75238
N 1.58738 0.34245 0.14230
C 1.17362 1.63386 -0.24979
C 1.80589 2.77114 0.24356
C 1.38082 4.03208 -0.13008
C 0.32574 4.18190 -1.01419
C -0.29862 3.06565 -1.54110
C 0.13148 1.81006 -1.15946
F -0.49212 0.72543 -1.67246
H -1.12313 3.14842 -2.23104
H -0.01250 5.16570 -1.29676
H 1.87707 4.90096 0.27187
H 2.64076 2.64872 0.91589
C 2.10755 -0.55959 -0.88690
C 3.60163 -0.63017 -0.76858
C 4.51181 -1.63143 -0.90616
C 5.77900 -1.04365 -0.66572
C 5.54435 0.26661 -0.40076
O 4.22676 0.53479 -0.46339
H 6.19549 1.08378 -0.16104
H 6.72831 -1.53784 -0.68590
H 4.29632 -2.65080 -1.14321
H 1.84297 -0.13408 -1.86360
C 1.44578 -1.95891 -0.82122
O 1.98322 -2.93155 -1.30229
N 0.22729 -1.97190 -0.26540
H -0.21083 -1.13100 0.08921
C -0.49991 -3.19465 -0.01934
C -1.90376 -3.17727 -0.66138
H -2.08805 -2.21200 -1.12968
C -2.89416 -3.44366 0.47768
H -3.74967 -4.03471 0.15258
H -3.25831 -2.49739 0.87899
C -2.06352 -4.15961 1.53973
H -2.52351 -4.12561 2.52645
H -1.91607 -5.20408 1.26119
C -0.73748 -3.41227 1.48306
H -0.84329 -2.43985 1.96820
H 0.08403 -3.94638 1.95550
H -1.97612 -3.94739 -1.42828
H 0.11186 -3.99826 -0.43602
H 0.79899 0.07674 3.33370
O -3.45439 -0.16288 -0.34395
H -4.27049 2.97723 -0.00043
H -5.96410 1.52660 -1.54886
H -4.31077 -1.69342 -2.45318
H -5.97548 -1.10061 -2.30469
H -5.25921 -2.10587 -1.03068
```

Values from the calculation:
Energy relative to the best compared isomer or geometry (same formula, charge and spin)   0.044 eV
M   492.51 g mol⁻¹
Charge   0
Kohn-Sham gap   8.79 eV
Structure (SMILES)   Cc1ccc(-c2nnn(CC(=O)N(c3ccccc3F)[C@H](C(=O)NC3CCCC3)c3ccco3)n2)o1

Atomic partial charges in e from the Mulliken method, atoms 1 to 6: C -1.18; C 0.70; C -1.01; C -0.56; C 0.55; C -0.05

=====

Entry 4:
Formula: C4H6O2
Source: OMol25
Level of theory: ωB97M-V/def2-TZVPD

XYZ file:
```
12
Properties=species:S:1:pos:R:3
O -1.27675 0.80599 -1.23900
C -0.00821 0.34115 -0.89330
C 0.57683 0.84223 0.47144
C 0.32990 -0.54956 1.03618
O -1.01742 -0.95173 0.73522
C -0.02768 -1.07393 -0.28230
H -1.86233 0.44997 -0.54953
H 0.64454 0.49325 -1.75582
H 1.65194 1.02031 0.37300
H 0.09285 1.69870 0.94709
H 0.76295 -1.03614 1.90416
H 0.13338 -2.04025 -0.74714
```

Values from the calculation:
Energy relative to the best compared isomer or geometry (same formula, charge and spin)   2.567 eV
M   86.09 g mol⁻¹
Charge   0
Kohn-Sham gap   10.97 eV
Structure (SMILES)   O[C@H]1C[C@H]2O[C@@H]12

Atomic partial charges in e from the Mulliken method, atoms 1 to 6: O -0.55; C -0.06; C -0.58; C -0.22; O -0.47; C -0.26